Formula: C4H5LiO7Tl
Source: OMol25
Level of theory: ωB97M-V/def2-TZVPD

Computed properties:
**Energy above the lowest of the compared OMol25 structures with the same formula, charge and spin**: 223.8 kJ/mol
**Highest occupied orbital energy**: -3.268 eV
**LUMO energy**: 1.189 eV
**E_tot**: -23461.4984 eV
**Total charge**: -1

Geometry (Å):
Tl1 -5.725 -2.031 0.162
O1 2.955 0.219 1.263
O2 -3.065 -1.365 0.971
O3 3.361 -1.743 0.257
O4 -2.106 0.617 0.482
O5 3.842 0.252 -0.698
O6 1.235 0.750 -0.851
O7 -4.069 0.078 -0.365
C1 -3.120 -0.249 0.394
C2 -0.031 1.213 -0.583
C3 -0.786 0.151 0.205
C4 3.104 -0.389 0.142
Li1 2.836 1.812 0.051
H1 -0.239 -0.007 1.147
H2 -0.205 2.167 -0.038
H3 3.394 -2.100 -0.638
H4 -0.809 -0.789 -0.366
H5 -0.572 1.413 -1.533

Cartesian forces, eV/Å:
1.850 1.216 0.056
-2.104 -0.991 -0.334
-0.538 -0.442 0.396
-1.936 -0.406 -0.620
-0.919 0.433 0.042
-1.717 -0.976 -1.491
-0.018 1.590 0.441
-1.590 0.024 0.011
0.338 -0.958 -0.650
-0.140 -0.779 -0.929
0.909 -0.317 0.298
6.325 3.041 3.042
-0.659 -1.684 -0.492
-0.185 -0.159 -0.254
0.620 0.152 0.337
0.160 0.140 -0.093
-0.071 0.251 0.213
-0.324 -0.135 0.028



Formula: C46H52BaGeN10O3SSeSi
Source: OMol25
Level of theory: ωB97M-V/def2-TZVPD

Computed properties:
**Energy above the lowest of the compared OMol25 structures with the same formula, charge and spin**: 105.7 kJ/mol
**Highest occupied orbital energy**: -6.964 eV
**LUMO energy**: -1.340 eV
**E_tot**: -210858.2431 eV
**Total charge**: 0

Geometry (Å):
Ba1 0.621 0.016 -0.734
Se1 4.393 2.408 -4.599
Ge1 -2.991 -1.298 1.722
S1 0.570 -1.825 4.069
Si1 2.849 3.853 2.659
O1 -0.024 2.280 -0.930
O2 -5.918 -0.019 0.173
O3 -2.585 -0.308 -2.014
N1 -0.007 0.752 3.920
N2 3.415 1.617 -3.334
N3 3.608 1.208 -1.044
N4 -0.562 -0.277 5.936
N5 5.736 2.819 -3.499
N6 2.400 -1.933 0.022
N7 -0.316 -2.463 -1.177
N8 -3.141 -0.170 0.190
N9 -2.051 0.766 0.250
N10 1.803 -1.064 -2.705
C1 3.348 -2.202 -1.063
C2 -0.537 1.927 4.301
C3 -2.965 -3.227 1.431
C4 4.293 3.366 3.757
C5 -2.161 4.280 1.226
C6 -1.114 2.037 5.530
C7 -1.559 5.511 1.125
C8 -1.782 -5.249 2.065
C9 1.631 4.876 3.653
C10 -3.869 -5.403 0.888
C11 -3.971 -4.019 0.877
C12 2.725 -2.183 -2.488
C13 0.062 4.574 -0.416
C14 -5.698 -3.171 -2.524
C15 -4.375 -0.835 5.564
C16 -5.693 -0.403 5.473
C17 -4.195 -0.803 3.150
C18 -5.519 -0.383 3.070
C19 0.519 -3.525 -0.578
C20 -6.261 -0.178 4.224
C21 -1.067 0.874 6.318
C22 -5.788 -1.058 -0.696
C23 -4.560 -2.441 -2.248
C24 -6.940 -1.791 -0.979
C25 4.104 1.716 -2.223
C26 -3.327 -0.615 -1.097
C27 -0.379 -2.408 -2.659
C28 -4.576 -1.404 -1.315
C29 -1.654 3.153 0.554
C30 -1.877 -3.863 2.039
C31 -3.632 -1.031 4.407
C32 -2.436 1.941 0.601
C33 -2.773 -6.022 1.478
C34 5.694 1.924 -0.008
C35 2.031 2.344 2.039
C36 5.391 2.371 -2.319
C37 1.463 1.357 1.561
C38 4.383 1.306 -0.011
C39 -0.443 5.642 0.281
C40 -0.034 -0.382 4.681
C41 1.555 -3.053 0.460
C42 -6.887 -2.841 -1.876
C43 0.504 -1.322 -3.374
C44 -0.502 3.274 -0.286
C45 6.198 2.463 -1.135
C46 3.487 4.889 1.232
H1 -1.088 -3.274 2.506
H2 0.029 6.614 0.170
H3 -1.475 0.898 7.326
H4 -0.055 -0.368 -3.417
H5 -3.472 2.070 0.931
H6 5.058 2.827 3.188
H7 -0.131 -4.262 -0.093
H8 -5.987 -0.208 2.098
H9 -7.863 -1.508 -0.487
H10 -7.789 -3.406 -2.084
H11 -4.658 -6.000 0.447
H12 4.072 5.738 1.604
H13 -0.445 2.722 3.568
H14 1.315 4.342 4.556
H15 4.130 4.306 0.563
H16 3.990 0.935 0.933
H17 -1.954 6.367 1.657
H18 4.111 -1.426 -1.027
H19 2.653 5.276 0.642
H20 -2.604 -1.369 4.507
H21 3.861 -3.164 -0.910
H22 -1.253 -2.507 -0.790
H23 7.165 2.946 -1.187
H24 -6.278 -0.245 6.371
H25 -4.857 -3.573 0.456
H26 2.076 5.826 3.967
H27 0.920 4.679 -1.070
H28 4.767 4.246 4.203
H29 1.042 -2.731 1.373
H30 0.742 5.097 3.053
H31 0.458 0.794 3.004
H32 1.030 -4.055 -1.380
H33 -1.404 -2.199 -2.953
H34 -5.035 0.338 0.359
H35 -3.918 -1.021 6.529
H36 0.631 -1.648 -4.409
H37 -0.117 -3.397 -3.044
H38 6.237 1.948 0.928
H39 2.163 -3.934 0.712
H40 -5.667 -3.985 -3.238
H41 3.960 2.707 4.564
H42 -3.054 4.159 1.835
H43 3.541 -2.156 -3.217
H44 2.188 -3.110 -2.668
H45 -2.705 -7.103 1.496
H46 -3.625 -2.664 -2.748
H47 -0.934 -5.720 2.547
H48 -1.553 2.960 5.877
H49 2.872 -1.542 0.833
H50 -1.576 -0.921 2.169
H51 -7.289 0.156 4.146
H52 2.258 -0.257 -3.131

Cartesian forces, eV/Å:
-0.872 1.731 1.646
0.038 -0.031 0.202
0.208 -0.118 0.233
-0.026 0.111 0.076
-0.079 -0.077 -0.030
-0.302 1.168 -0.253
-0.266 -0.198 -0.664
0.101 -0.350 -0.211
-0.571 0.501 0.398
0.151 0.143 -0.369
0.106 -0.203 -0.088
-0.065 0.071 -0.062
-0.184 -0.011 -0.369
0.060 -0.498 -0.165
-0.030 -0.384 -0.298
0.119 0.344 0.307
0.129 0.217 -0.097
0.134 -0.552 -1.109
-0.136 -0.003 -0.077
0.089 -0.211 -0.039
0.032 -0.053 0.070
0.056 0.008 0.016
0.012 -0.012 0.018
0.012 0.033 -0.021
-0.066 -0.010 0.055
-0.035 -0.019 -0.049
-0.019 0.006 0.050
0.011 -0.034 -0.008
0.001 -0.021 0.045
-0.094 0.071 0.160
-0.050 0.089 0.230
-0.044 -0.057 -0.006
-0.063 0.057 -0.040
0.030 -0.014 -0.035
0.020 -0.114 0.169
-0.250 0.136 -0.363
-0.081 0.040 -0.049
0.042 -0.002 0.178
-0.030 -0.090 0.036
0.086 -0.061 0.083
0.038 0.024 0.073
0.066 0.043 0.008
-0.132 -0.115 0.336
-0.205 0.085 -0.214
0.373 -0.047 0.184
-0.076 0.052 0.025
-0.023 -0.038 0.014
0.161 0.043 -0.101
-0.006 0.024 0.183
0.001 -0.016 0.018
-0.021 0.029 0.003
-0.195 -0.106 0.074
-0.124 -0.060 -0.109
0.062 -0.008 0.284
0.485 0.256 0.453
0.124 0.194 0.138
0.118 0.030 -0.064
0.104 -0.057 0.054
-0.058 0.017 -0.234
-0.047 -0.051 -0.025
0.199 -0.362 0.473
0.018 -0.240 -0.219
-0.006 0.016 -0.139
0.074 0.017 -0.028
-0.127 -0.027 -0.012
-0.033 -0.019 0.018
0.032 -0.022 -0.043
0.233 -0.293 0.051
-0.049 0.001 0.006
-0.059 0.028 0.029
0.162 0.060 0.027
0.146 -0.150 0.676
0.036 -0.026 -0.037
0.046 0.033 0.011
0.026 0.019 0.013
-0.043 -0.039 -0.037
-0.014 0.002 0.038
0.020 0.045 -0.066
-0.059 0.044 0.065
-0.025 -0.003 -0.113
0.018 -0.015 -0.017
-0.001 0.035 0.049
0.034 -0.023 0.027
-0.009 -0.013 -0.051
-0.006 -0.006 -0.163
0.051 -0.088 -0.141
-0.039 -0.015 0.030
0.021 -0.009 -0.021
-0.123 0.132 -0.139
-0.030 -0.057 -0.022
-0.041 -0.011 0.011
-0.018 -0.051 -0.011
0.057 0.022 -0.038
0.052 -0.013 0.032
0.381 -0.457 -0.395
0.011 -0.076 -0.044
-0.022 0.001 -0.043
0.275 0.090 -0.093
-0.033 0.012 -0.025
-0.073 -0.023 -0.085
0.032 -0.008 -0.154
0.011 0.018 -0.036
-0.052 -0.016 0.092
-0.014 0.050 0.049
0.017 0.049 -0.043
0.044 0.023 -0.026
0.086 -0.083 0.035
-0.001 -0.056 -0.061
0.003 0.028 -0.004
-0.039 0.013 0.013
-0.008 0.011 0.007
0.007 -0.053 0.009
-0.038 -0.063 -0.126
0.003 -0.089 -0.028
0.032 -0.007 0.015
0.015 -0.242 0.018